The following is a DFT calculation (wB97M-V/def2-TZVPD) of C40H62InN6O4S2SbSi3 as an isolated structure in a non-equilibrium geometry.

## Properties
Total charge: -2
HOMO-LUMO gap (eV): 2.356

XYZ file:
```
119
C40H62InN6O4S2SbSi3, DFT wB97M-V/def2-TZVPD
In 0.603 0.265 0.047
S 2.834 0.903 -1.327
C 3.271 2.590 -1.493
C 4.422 2.992 -2.152
C 4.748 4.344 -2.269
C 3.908 5.295 -1.716
C 2.751 4.912 -1.046
C 2.394 3.567 -0.907
S 0.975 3.036 -0.067
H 5.068 2.235 -2.584
H 5.652 4.642 -2.792
H 4.154 6.350 -1.803
H 2.100 5.663 -0.611
C -5.816 4.413 3.951
O -4.646 3.677 3.703
C -4.182 2.869 4.703
C -4.791 2.719 5.932
C -4.245 1.852 6.880
C -3.103 1.142 6.571
C -2.488 1.288 5.329
C -3.009 2.153 4.374
N -2.453 2.412 3.125
C -1.345 1.718 2.567
N -0.262 1.763 3.385
C 1.101 1.364 3.280
C 1.698 0.685 2.214
C 3.083 0.464 2.386
C 3.797 0.823 3.517
C 3.156 1.441 4.584
C 1.811 1.698 4.454
O 1.098 2.357 5.455
C 1.465 2.069 6.780
N -1.406 1.183 1.417
C -2.630 1.283 0.694
C -2.727 2.260 -0.299
C -3.915 2.440 -0.972
C -4.996 1.602 -0.728
C -4.892 0.597 0.214
C -3.707 0.419 0.935
O -3.777 -0.537 1.906
C -2.636 -1.357 2.270
H -6.007 4.991 3.050
H -5.688 5.097 4.796
H -6.671 3.755 4.139
H -5.692 3.268 6.170
H -4.726 1.736 7.843
H -2.677 0.454 7.290
H -1.609 0.709 5.093
H -3.148 2.621 2.419
H -0.392 2.411 4.144
H 3.683 0.025 1.607
H 4.869 0.642 3.578
H 3.705 1.745 5.466
H 2.382 2.590 7.076
H 1.600 0.993 6.925
H 0.650 2.417 7.417
H -1.898 2.935 -0.455
H -3.991 3.232 -1.708
H -5.923 1.737 -1.274
H -5.723 -0.064 0.431
H -3.071 -2.307 2.586
H -2.121 -0.920 3.132
H -1.879 -1.519 1.449
O -0.266 -1.576 0.480
N -1.785 1.042 -2.265
C -0.966 0.800 -1.486
N 5.369 -3.684 1.162
C 4.613 -2.622 0.351
C 3.327 -2.282 1.086
N 2.583 -1.329 0.354
H 6.247 -3.963 0.727
H 4.775 -4.508 1.258
H 5.566 -3.317 2.093
H 4.431 -3.052 -0.634
H 5.269 -1.758 0.256
H 3.565 -1.927 2.097
H 2.710 -3.188 1.220
H 2.323 -1.809 -0.504
H 2.973 -0.417 0.150
C 3.541 -2.512 -3.666
Si 1.875 -3.387 -3.442
C 1.650 -4.479 -4.982
C 2.028 -4.611 -1.988
Sb 0.162 -1.561 -2.712
Si 0.129 -0.338 -5.042
C 1.614 0.816 -5.012
C -1.395 0.716 -5.351
C 0.271 -1.458 -6.574
Si -1.978 -2.931 -2.715
C -2.040 -3.813 -1.064
C -3.465 -1.795 -2.858
C -2.120 -4.246 -4.081
H 4.344 -3.235 -3.861
H 3.797 -1.916 -2.785
H 3.488 -1.824 -4.511
H 2.495 -5.174 -5.078
H 1.605 -3.883 -5.890
H 0.737 -5.072 -4.916
H 2.820 -5.350 -2.174
H 1.086 -5.144 -1.848
H 2.243 -4.080 -1.056
H 1.524 1.512 -4.176
H 1.667 1.386 -5.946
H 2.552 0.274 -4.881
H -1.550 1.423 -4.539
H -2.296 0.105 -5.444
H -1.247 1.258 -6.293
H 1.229 -1.977 -6.585
H 0.217 -0.846 -7.482
H -0.533 -2.196 -6.600
H -1.972 -3.066 -0.268
H -1.192 -4.492 -0.941
H -2.969 -4.389 -0.979
H -3.433 -1.027 -2.084
H -4.382 -2.385 -2.742
H -3.498 -1.295 -3.828
H -1.358 -5.017 -3.949
H -2.014 -3.811 -5.076
H -3.101 -4.730 -4.011
```

---

The following is a DFT calculation (wB97M-V/def2-TZVPD) of a 10-piece molecular cluster, C40H63BN9O8 overall in a non-equilibrium geometry.

## Properties
Energy above the lowest of the compared OMol25 structures with the same formula, charge and spin (kJ/mol): 0.00
Total charge: -1
HOMO-LUMO gap (eV): 9.577

XYZ file:
```
121
C40H63BN9O8, DFT wB97M-V/def2-TZVPD
O -4.284 -1.067 -3.705
C -3.475 -0.577 -2.909
O -2.823 -1.173 -1.949
B -2.035 -0.208 -1.216
O -1.989 0.980 -2.120
C -2.904 0.852 -3.043
O -3.274 1.687 -3.909
O -0.664 -0.681 -1.010
C -0.285 -0.559 0.232
O 0.826 -0.763 0.724
C -1.515 -0.017 1.018
O -2.532 0.122 0.136
O -1.500 0.252 2.230
C -2.481 3.817 -0.582
C -1.497 4.762 -1.316
C -2.199 5.806 -2.204
C -3.033 5.259 -3.283
N -3.684 4.836 -4.122
H -3.165 3.240 -1.203
H -3.045 4.508 0.044
H -2.018 3.196 0.185
H -0.837 4.111 -1.888
H -0.801 5.224 -0.615
H -1.473 6.449 -2.702
H -2.850 6.416 -1.577
C 1.074 3.078 0.541
C 1.831 4.305 1.094
C 2.243 4.138 2.512
C 3.454 3.350 2.640
N 4.416 2.715 2.754
H 0.171 2.905 1.127
H 1.599 2.123 0.548
H 0.769 3.321 -0.477
H 1.266 5.234 1.005
H 2.679 4.585 0.469
H 1.468 3.838 3.217
H 2.492 5.101 2.957
C 6.116 -1.265 1.885
C 4.719 -0.618 2.007
C 4.220 -0.065 0.652
C 4.421 -0.967 -0.445
N 4.656 -1.733 -1.314
H 6.082 -2.178 1.290
H 6.545 -1.547 2.846
H 6.765 -0.565 1.359
H 4.712 0.167 2.763
H 4.020 -1.406 2.287
H 4.815 0.809 0.387
H 3.169 0.218 0.707
C 1.425 0.495 -3.667
C 1.484 1.742 -2.771
C 2.686 2.678 -2.978
C 3.972 1.973 -2.719
N 4.940 1.418 -2.473
H 2.204 -0.244 -3.482
H 1.371 0.642 -4.745
H 0.467 0.035 -3.423
H 1.539 1.401 -1.737
H 0.686 2.469 -2.920
H 2.680 3.468 -2.228
H 2.685 3.139 -3.966
C -2.891 3.337 4.482
C -3.867 3.498 3.323
C -4.509 2.127 2.936
C -5.320 2.118 1.673
N -5.845 2.155 0.660
H -2.077 2.643 4.274
H -3.533 3.045 5.313
H -2.374 4.263 4.734
H -3.308 3.871 2.465
H -4.621 4.241 3.587
H -5.118 1.792 3.776
H -3.727 1.404 2.704
C -1.108 -4.160 -4.121
C -0.719 -2.705 -4.394
C -1.576 -2.026 -5.502
C -1.361 -2.493 -6.892
N -1.149 -2.844 -7.966
H -2.128 -4.191 -3.738
H -0.447 -4.660 -3.413
H -1.071 -4.681 -5.078
H 0.311 -2.649 -4.746
H -0.875 -2.162 -3.461
H -1.421 -0.948 -5.459
H -2.644 -2.191 -5.354
C 1.325 -5.516 -1.052
C 1.594 -4.078 -0.572
C 1.466 -3.049 -1.678
C 2.231 -3.278 -2.917
N 2.854 -3.367 -3.856
H 0.259 -5.638 -1.246
H 1.557 -6.206 -0.241
H 1.935 -5.741 -1.926
H 2.622 -4.090 -0.209
H 0.917 -3.832 0.247
H 1.861 -2.086 -1.356
H 0.402 -2.993 -1.909
C 1.563 0.296 4.417
C 1.485 -1.218 4.418
C 2.277 -1.911 5.521
C 1.977 -1.318 6.823
N 1.736 -0.873 7.873
H 1.068 0.706 3.537
H 2.620 0.562 4.411
H 1.133 0.619 5.366
H 1.801 -1.590 3.443
H 0.441 -1.512 4.525
H 3.358 -1.897 5.382
H 1.958 -2.942 5.671
C -3.476 -3.695 2.387
C -2.207 -4.023 1.674
C -2.506 -4.083 0.174
C -3.541 -5.027 -0.270
N -4.356 -5.710 -0.600
H -3.375 -3.595 3.468
H -4.245 -4.461 2.290
H -3.941 -2.766 2.059
H -1.827 -4.937 2.130
H -1.434 -3.265 1.798
H -1.616 -4.404 -0.367
H -2.841 -3.094 -0.138
```

---

The following is a DFT calculation (wB97M-V/def2-TZVPD) of a 5-piece molecular cluster, C40H63Br2F12N3O12 overall.

## Properties
Energy above the lowest of the compared OMol25 structures with the same formula, charge and spin (kJ/mol): 0.00
SMILES: CCCCN[C@H](CO[C@@](CCO)(CCCO)COc1ccccc1)N(CNC)[C@H](Br)[C@@H](C)Br.CCOC(=O)C(F)(F)F.CCOC(=O)C(F)(F)F.CCOC(=O)C(F)(F)F.CCOC(=O)C(F)(F)F
HOMO-LUMO gap (eV): 8.827

XYZ file:
```
132
C40H63Br2F12N3O12, DFT wB97M-V/def2-TZVPD
C -2.073 1.511 0.961
C -0.816 2.233 0.457
C 0.274 1.263 -0.042
C 0.573 1.379 -1.546
N 0.985 0.106 -2.123
C -0.100 -0.837 -2.348
C -0.015 -2.176 -1.551
O 0.781 -2.103 -0.383
C 1.723 -3.135 -0.122
C 2.729 -3.350 -1.261
C 3.701 -2.207 -1.511
O 4.338 -2.436 -2.776
C 2.477 -2.730 1.164
C 2.581 -1.231 1.428
C 3.471 -0.927 2.624
O 4.817 -1.370 2.415
C 0.973 -4.493 0.094
O -0.438 -4.356 0.177
C -0.963 -3.774 1.303
C -2.093 -2.986 1.124
C -2.710 -2.397 2.219
C -2.210 -2.593 3.505
C -1.101 -3.406 3.680
C -0.476 -4.007 2.591
N -0.351 -1.187 -3.736
C 0.702 -1.885 -4.467
N 0.400 -3.274 -4.769
C 0.364 -3.675 -6.173
C -1.335 -0.476 -4.454
Br -2.670 -1.721 -5.270
C -0.922 0.601 -5.471
C 0.261 1.427 -4.988
Br -0.543 0.004 -7.296
H -2.686 1.147 0.130
H -2.691 2.164 1.583
H -1.796 0.645 1.572
H -0.427 2.859 1.263
H -1.103 2.911 -0.353
H -0.029 0.234 0.160
H 1.201 1.442 0.508
H 1.384 2.093 -1.711
H -0.326 1.781 -2.049
H 1.542 0.232 -2.954
H -1.016 -0.345 -1.994
H -1.039 -2.413 -1.246
H 0.287 -2.987 -2.209
H 3.297 -4.260 -1.027
H 2.218 -3.557 -2.203
H 4.469 -2.170 -0.731
H 3.168 -1.254 -1.512
H 4.427 -1.598 -3.237
H 1.977 -3.174 2.031
H 3.481 -3.172 1.129
H 1.580 -0.846 1.641
H 2.953 -0.683 0.559
H 3.058 -1.386 3.529
H 3.518 0.156 2.780
H 5.004 -2.105 3.002
H 1.147 -5.162 -0.753
H 1.367 -5.000 0.981
H -2.485 -2.849 0.122
H -3.586 -1.779 2.060
H -2.686 -2.129 4.360
H -0.712 -3.593 4.675
H 0.373 -4.655 2.758
H 1.607 -1.831 -3.851
H 0.919 -1.355 -5.400
H 1.032 -3.872 -4.257
H 1.273 -4.199 -6.487
H 0.250 -2.794 -6.807
H -0.493 -4.326 -6.370
H -1.970 0.043 -3.734
H -1.786 1.254 -5.592
H 0.016 1.936 -4.050
H 0.488 2.196 -5.730
H 1.161 0.827 -4.862
C 3.505 6.901 -6.447
C 2.780 6.214 -5.312
O 2.950 4.777 -5.368
C 4.102 4.310 -4.921
O 5.008 4.924 -4.445
C 4.116 2.771 -5.060
F 3.748 2.390 -6.285
F 3.247 2.236 -4.183
F 5.321 2.286 -4.803
H 3.166 6.511 -7.407
H 3.297 7.970 -6.414
H 4.582 6.759 -6.372
H 1.705 6.356 -5.385
H 3.118 6.567 -4.339
C -1.423 -7.139 -1.449
C -1.984 -7.861 -0.247
O -3.227 -8.533 -0.559
C -3.121 -9.685 -1.195
O -2.122 -10.254 -1.518
C -4.532 -10.262 -1.455
F -5.337 -9.347 -2.002
F -5.077 -10.662 -0.298
F -4.462 -11.307 -2.270
H -2.150 -6.426 -1.838
H -0.535 -6.588 -1.150
H -1.155 -7.832 -2.246
H -2.249 -7.158 0.540
H -1.284 -8.593 0.154
C -4.411 5.847 5.156
C -4.079 7.106 4.391
O -2.861 6.950 3.624
C -2.967 6.277 2.493
O -3.953 5.815 2.003
C -1.577 6.173 1.823
F -0.654 5.751 2.694
F -1.201 7.372 1.360
F -1.619 5.320 0.809
H -3.576 5.565 5.799
H -5.284 6.020 5.784
H -4.630 5.019 4.483
H -3.863 7.932 5.064
H -4.883 7.402 3.718
C 0.989 6.091 9.577
C 0.745 5.286 8.322
O -0.231 4.239 8.545
C -1.496 4.616 8.553
O -1.934 5.713 8.374
C -2.402 3.385 8.791
F -1.987 2.673 9.840
F -2.378 2.595 7.709
F -3.654 3.768 9.004
H 1.304 5.440 10.392
H 1.778 6.819 9.391
H 0.093 6.628 9.883
H 1.639 4.750 8.013
H 0.405 5.909 7.496
```

---

The following is a DFT calculation (wB97M-V/def2-TZVPD) of C40H64As3CdN6P2S as an isolated structure.

## Properties
Energy above the lowest of the compared OMol25 structures with the same formula, charge and spin (kJ/mol): 0.00
Total charge: +1
HOMO-LUMO gap (eV): 6.109

XYZ file:
```
117
C40H64As3CdN6P2S, DFT wB97M-V/def2-TZVPD
Cd 0.360 -0.293 0.329
N 3.803 1.176 0.495
C 3.404 0.702 1.741
C 4.350 0.787 2.771
C 4.007 0.373 4.035
C 2.720 -0.109 4.261
C 1.860 -0.149 3.193
N 2.180 0.234 1.944
C 3.364 0.951 -0.803
C 4.246 1.338 -1.824
C 3.923 1.066 -3.129
C 2.723 0.415 -3.408
C 1.897 0.119 -2.354
N 2.189 0.389 -1.065
H 4.731 1.568 0.518
H 5.341 1.172 2.563
H 4.729 0.423 4.838
H 2.400 -0.443 5.238
H 0.841 -0.485 3.327
H 5.181 1.821 -1.573
H 4.601 1.344 -3.925
H 2.440 0.159 -4.417
H 0.946 -0.369 -2.523
C 1.253 2.983 2.640
As -0.211 2.419 1.472
C -1.622 2.779 2.776
C -0.200 4.144 0.503
C -1.251 4.574 -0.535
C -2.650 4.271 0.011
C -1.103 3.965 -1.927
As -1.660 2.101 -2.219
C -3.589 2.357 -2.470
C -1.254 2.166 -4.138
C -1.140 6.116 -0.665
As 0.346 7.161 -1.490
C 1.966 6.051 -1.334
C 0.020 6.821 -3.399
H 1.028 3.982 3.011
H 2.193 3.012 2.090
H 1.357 2.307 3.487
H -1.543 3.819 3.093
H -1.461 2.133 3.639
H -2.613 2.597 2.380
H 0.809 4.214 0.101
H -0.259 4.859 1.328
H -2.792 3.196 0.161
H -3.419 4.617 -0.682
H -2.810 4.771 0.968
H -0.067 4.018 -2.264
H -1.694 4.561 -2.627
H -3.773 3.323 -2.943
H -4.139 2.308 -1.532
H -3.952 1.570 -3.131
H -1.830 2.965 -4.605
H -1.518 1.220 -4.613
H -0.196 2.355 -4.293
H -1.244 6.551 0.333
H -2.006 6.474 -1.232
H 2.281 5.975 -0.294
H 2.747 6.579 -1.882
H 1.859 5.055 -1.765
H -1.026 7.023 -3.631
H 0.266 5.805 -3.700
H 0.629 7.517 -3.974
C -2.922 -1.630 -1.899
P -1.891 -1.512 -0.403
C -1.659 -3.238 0.158
N -2.512 -4.169 -0.337
C -2.333 -5.415 0.016
C -3.369 -6.380 -0.276
C -3.157 -7.694 -0.090
C -1.867 -8.185 0.332
C -0.843 -7.342 0.550
C -1.023 -5.912 0.433
N 0.031 -5.141 0.411
C -0.128 -3.796 0.573
P 1.278 -2.805 -0.033
C 1.317 -3.335 -1.782
C 2.810 -3.563 0.717
C 3.957 -2.577 0.459
C 3.203 -4.915 0.121
C 2.550 -3.703 2.218
C -3.027 -1.016 0.981
C -4.270 -1.903 1.068
C -3.463 0.428 0.758
C -2.165 -1.169 2.270
H -3.492 -2.557 -1.842
H -2.285 -1.655 -2.784
H -3.588 -0.771 -1.977
H -4.332 -6.000 -0.588
H -3.958 -8.400 -0.265
H -1.728 -9.250 0.462
H 0.128 -7.698 0.866
H 1.295 -4.424 -1.825
H 2.207 -2.958 -2.288
H 0.432 -2.948 -2.292
H 4.124 -2.425 -0.611
H 4.881 -2.974 0.887
H 3.760 -1.610 0.919
H 3.452 -4.831 -0.939
H 2.413 -5.653 0.239
H 4.098 -5.268 0.640
H 2.297 -2.741 2.672
H 3.452 -4.075 2.711
H 1.738 -4.404 2.420
H -4.879 -1.830 0.165
H -4.880 -1.567 1.911
H -4.015 -2.948 1.242
H -4.103 0.510 -0.123
H -2.603 1.080 0.614
H -4.040 0.785 1.614
H -2.726 -1.745 3.012
H -1.931 -0.186 2.687
H -0.398 -1.959 2.906
S -1.800 -4.307 2.834
C -1.130 -3.262 1.598
N -0.874 -1.863 2.012
```